(1)
{"formula": "C7H8ClNO4", "method": "ωB97M-V/def2-TZVPD", "symbols": ["O", "O", "C", "C", "Cl", "H", "H", "N", "C", "C", "H", "H", "C", "C", "H", "H", "O", "O", "H", "C", "H"], "positions_angstrom": [[0.990, -0.348, 0.223], [-0.661, -1.616, 0.992], [-1.178, 1.656, -0.301], [0.729, -2.468, -0.752], [-3.104, -1.452, 0.013], [1.392, -1.984, -1.471], [1.698, 1.167, 1.589], [-2.648, -0.089, -0.733], [0.798, 2.989, 0.074], [0.024, 1.817, 0.361], [0.044, 0.399, 1.804], [-0.113, -4.132, 0.024], [0.518, -3.781, -0.772], [0.277, -1.451, 0.279], [1.379, 3.266, 1.018], [0.240, 3.895, -0.195], [-1.629, 0.368, -0.052], [-1.769, 2.483, -0.946], [0.708, -4.434, -1.574], [0.738, 0.734, 1.122], [1.567, 2.982, -0.702]], "lowdin_charge": [0.03, 0.01, -0.45, -0.05, 0.77, 0.11, 0.17, -0.39, -0.04, -0.13, 0.10, 0.07, 0.06, -0.53, 0.11, 0.10, -0.18, 0.15, 0.05, -0.08, 0.11], "orbital_gap_ev": [7.2, 9.0], "e_homo_ev": [-8.8, -9.3], "de_lowest_ev": 0.0000}

(2)
{"formula": "H6N10", "method": "ωB97M-V/def2-TZVPD", "symbols": ["H", "H", "N", "N", "N", "H", "H", "N", "H", "N", "N", "N", "N", "H", "N", "N"], "positions_angstrom": [[-2.242, -1.466, 1.631], [0.251, -0.603, -3.602], [1.379, -0.442, -0.261], [-0.122, 0.198, -1.919], [0.953, 2.457, 0.830], [-1.233, 1.085, 2.642], [-0.798, -1.446, 0.055], [-0.505, -0.915, 0.915], [1.994, 0.291, -0.160], [0.087, 2.084, 1.465], [-0.359, 0.009, -3.107], [-0.740, 1.889, 2.290], [0.817, -0.528, -1.470], [1.193, -1.294, -2.129], [0.705, -0.425, 0.937], [-1.381, -0.893, 1.884]], "lowdin_charge": [0.07, 0.02, -0.07, -0.10, 0.14, 0.04, 0.17, -0.17, 0.07, -0.35, 0.03, 0.11, -0.14, 0.18, 0.03, -0.01], "orbital_gap_ev": [8.8, 8.7], "e_homo_ev": [-8.4, -8.4], "de_lowest_ev": 0.4861}

(3)
{"formula": "C19H37BN4O5", "method": "ωB97M-V/def2-TZVPD", "symbols": ["H", "C", "H", "C", "H", "C", "H", "C", "H", "H", "H", "H", "C", "H", "H", "H", "H", "H", "N", "H", "H", "H", "H", "H", "O", "N", "H", "H", "C", "N", "H", "H", "N", "O", "C", "C", "C", "H", "H", "H", "H", "O", "H", "H", "H", "B", "C", "H", "C", "O", "C", "H", "C", "C", "C", "C", "H", "O", "C", "H", "H", "H", "H", "C", "C", "H"], "positions_angstrom": [[0.153, -3.740, 0.317], [0.112, -1.187, -3.396], [-1.534, 0.557, 0.037], [1.258, -1.351, -2.501], [1.783, 0.737, -4.348], [4.086, -1.838, 2.894], [-1.834, 4.298, -2.360], [-0.017, -1.002, 1.413], [-6.817, -1.771, -2.508], [1.019, 0.846, 1.564], [1.910, -2.121, -2.915], [-1.833, 4.504, 1.126], [-0.779, 1.204, 0.473], [3.255, -0.211, -4.104], [1.355, 0.715, -1.883], [-0.351, 3.295, 2.663], [-0.985, -1.336, 1.039], [-0.484, 4.919, 3.251], [-2.484, -2.162, -0.808], [0.886, -1.706, -1.538], [-1.251, 1.633, 1.356], [-3.280, 0.626, -1.931], [2.834, -0.193, -1.621], [-0.813, 5.900, 1.202], [1.591, 3.030, 0.172], [-0.816, -1.060, -4.059], [-5.341, -2.592, -2.015], [-5.436, -0.274, -1.077], [2.499, -3.185, 4.222], [1.852, -4.132, 4.216], [-0.284, -3.339, 1.989], [5.555, -2.851, 1.673], [-0.456, 2.213, -0.562], [-0.113, 4.499, -0.054], [3.335, -1.984, 4.222], [-2.985, -1.372, -1.474], [2.018, -0.030, -2.328], [4.032, -2.050, 5.059], [4.662, -0.911, 2.923], [5.760, -3.125, 3.404], [-3.349, -0.460, -3.318], [-2.931, 2.527, -0.860], [3.362, -1.742, 2.082], [1.312, -3.911, 1.623], [3.136, 1.430, -3.464], [-1.613, 2.750, -1.280], [-0.106, 4.324, 2.425], [-0.050, -0.962, 2.502], [0.420, 3.233, -0.116], [-1.399, 3.447, -2.443], [-5.731, -1.760, -2.602], [0.966, 4.456, 2.376], [2.579, 0.510, -3.638], [5.020, -3.008, 2.610], [0.409, 0.326, 0.829], [-3.642, -0.339, -2.275], [1.038, 0.196, -0.043], [0.961, -1.972, 1.048], [0.505, -3.295, 1.245], [2.690, -1.121, 4.390], [-5.481, -1.938, -3.650], [4.468, -3.945, 2.519], [-3.055, 3.024, -0.048], [-5.165, -0.428, -2.123], [-0.790, 4.818, 1.171], [-5.616, 0.385, -2.694]], "lowdin_charge": [0.08, -0.22, 0.10, -0.17, 0.07, -0.26, 0.11, -0.22, 0.07, 0.11, 0.12, 0.11, -0.13, 0.08, 0.08, 0.07, 0.09, 0.08, 0.17, 0.10, 0.12, 0.08, 0.12, 0.12, 0.14, 0.16, 0.07, 0.11, -0.24, 0.16, 0.09, 0.07, 0.13, -0.01, -0.18, -0.23, -0.26, 0.12, 0.11, 0.08, 0.11, 0.14, 0.10, 0.06, 0.07, -0.73, -0.05, 0.12, -0.46, 0.20, -0.11, 0.09, -0.10, -0.11, -0.13, -0.18, 0.08, -0.22, -0.12, 0.11, 0.08, 0.07, 0.10, -0.25, -0.21, 0.11], "orbital_gap_ev": 9.7, "e_homo_ev": -9.6, "de_lowest_ev": 0.4678, "smiles": "CCOC(=O)N(CCCOC)B(O)O.CCCC#N.CCCC#N.CCCC#N"}